30
Properties=species:S:1:pos:R:3 method="wB97M-V/def2-TZVPD" homo_ev=-9.15 smiles="CN1CC[C@@H](C(=O)O)[C@@]1(C)c1cn[nH]c1" e_tot_ev=-19176.5139 e_lumo_ev=0.55 relative_energy_kcal_mol=85.5
C -0.95731 1.22736 -1.29668
N -0.52150 0.02232 -0.76932
C -1.64242 -0.85366 -0.46628
C -1.23529 -1.85981 0.53856
C 0.25315 -1.47469 0.79061
C 1.29892 -2.29426 -0.15295
O 2.22439 -2.80314 0.40007
O 1.06728 -2.30545 -1.42138
C 0.28246 0.05065 0.50350
C -0.34137 0.92690 1.53524
C 1.71096 0.36275 0.13736
C 2.81444 0.30312 1.09360
N 3.94624 0.52687 0.49784
N 3.66189 0.66502 -0.79067
C 2.31957 0.58720 -1.04580
H -1.83189 1.69035 -0.76282
H -0.31370 2.07159 -1.30198
H -1.38228 1.17330 -2.21357
H -1.89521 -1.36175 -1.45786
H -2.50402 -0.19052 -0.32318
H -1.72079 -1.66517 1.53677
H -1.19130 -2.94825 0.36876
H 0.56086 -1.64682 1.76895
H 0.22921 -1.73228 -1.75170
H 0.36798 1.57989 2.09648
H -0.91868 0.34873 2.35004
H -1.06272 1.58166 0.95856
H 2.67331 -0.10329 2.06174
H 4.26830 1.09451 -1.49073
H 1.98973 0.80085 -1.97057